1.
{
  "formula": "C23H68O11",
  "method": "ωB97M-V/def2-TZVPD",
  "symbols": ["C", "O", "H", "H", "H", "H", "C", "O", "H", "H", "H", "H", "C", "O", "H", "H", "H", "H", "C", "O", "H", "H", "H", "H", "C", "O", "H", "H", "H", "H", "C", "C", "C", "O", "H", "H", "H", "H", "H", "H", "H", "H", "C", "C", "C", "O", "H", "H", "H", "H", "H", "H", "H", "H", "C", "C", "C", "O", "H", "H", "H", "H", "H", "H", "H", "H", "C", "C", "C", "O", "H", "H", "H", "H", "H", "H", "H", "H", "C", "C", "C", "O", "H", "H", "H", "H", "H", "H", "H", "H", "C", "C", "C", "O", "H", "H", "H", "H", "H", "H", "H", "H"],
  "positions_angstrom": [[1.51, 2.17, 5.40], [0.88, 2.14, 6.66], [0.77, 2.20, 4.56], [2.11, 3.12, 5.31], [2.12, 1.29, 5.21], [0.16, 1.48, 6.62], [1.18, -4.77, 0.16], [1.52, -4.61, -1.20], [1.79, -4.07, 0.80], [0.17, -4.45, 0.39], [1.41, -5.76, 0.58], [0.78, -4.95, -1.70], [-4.15, -0.40, 1.24], [-3.03, -0.54, 2.18], [-4.82, 0.40, 1.57], [-3.84, -0.07, 0.20], [-4.72, -1.33, 1.14], [-2.54, -1.28, 1.71], [-1.08, 2.61, -3.76], [-0.14, 3.22, -4.67], [-2.07, 2.79, -4.04], [-0.84, 1.53, -3.71], [-0.96, 3.02, -2.77], [-0.51, 4.06, -4.97], [-2.40, -2.81, -0.46], [-1.70, -2.48, 0.74], [-3.22, -2.08, -0.61], [-1.76, -2.75, -1.34], [-2.83, -3.83, -0.47], [-0.88, -2.01, 0.45], [-2.85, -1.41, 5.93], [-1.76, -0.41, 5.66], [-2.28, 0.95, 5.11], [-0.91, -0.27, 6.84], [-3.47, -1.66, 5.06], [-3.47, -1.13, 6.75], [-2.41, -2.39, 6.19], [-1.11, -0.89, 4.94], [-1.42, 1.57, 4.90], [-2.92, 1.47, 5.83], [-2.90, 0.76, 4.22], [-1.54, -0.03, 7.58], [2.98, 2.00, -1.88], [3.27, 1.97, -3.39], [4.56, 1.20, -3.71], [2.29, 1.28, -4.20], [1.99, 2.42, -1.73], [3.71, 2.65, -1.37], [3.02, 0.96, -1.54], [3.36, 2.97, -3.84], [4.61, 1.19, -4.79], [4.46, 0.14, -3.35], [5.44, 1.63, -3.21], [1.53, 1.89, -4.32], [4.33, -0.67, 1.12], [4.53, -1.84, 0.07], [6.00, -2.08, -0.41], [4.12, -3.08, 0.70], [4.75, 0.25, 0.88], [4.83, -1.01, 2.01], [3.29, -0.57, 1.40], [3.91, -1.69, -0.80], [6.03, -2.98, -1.00], [6.75, -2.11, 0.37], [6.30, -1.28, -1.09], [4.56, -3.09, 1.55], [-0.59, -1.41, -3.44], [0.80, -1.90, -3.14], [1.65, -2.27, -4.36], [1.45, -0.82, -2.36], [-0.88, -1.07, -2.46], [-1.22, -2.25, -3.73], [-0.47, -0.56, -4.09], [0.76, -2.77, -2.45], [2.65, -2.58, -4.08], [1.73, -1.50, -5.10], [1.22, -3.16, -4.77], [1.72, -0.21, -3.07], [-4.59, 3.55, -0.39], [-4.44, 2.95, -1.76], [-5.41, 1.80, -1.98], [-4.57, 3.94, -2.80], [-4.02, 4.47, -0.35], [-4.34, 2.86, 0.44], [-5.61, 3.85, -0.21], [-3.42, 2.60, -1.91], [-5.14, 0.85, -1.53], [-5.42, 1.64, -3.06], [-6.37, 2.12, -1.56], [-4.96, 4.78, -2.48], [-0.18, 1.39, -0.13], [0.70, 0.46, 0.69], [0.23, 0.35, 2.14], [0.47, -0.87, 0.12], [-1.15, 1.00, -0.18], [0.12, 1.35, -1.18], [-0.21, 2.42, 0.12], [1.81, 0.62, 0.69], [-0.84, 0.11, 2.19], [0.46, 1.22, 2.70], [0.76, -0.56, 2.52], [0.87, -0.92, -0.75]],
  "smiles": "CC(C)O.CC(C)O.CC(C)O.CC(C)O.CC(C)O.CC(C)O.CO.CO.CO.CO.CO",
  "e_homo_ha": -0.3555
}

2.
{
  "formula": "C33H29BrCl2CsIN5OS",
  "method": "ωB97M-V/def2-TZVPD",
  "symbols": ["Cs", "C", "N", "C", "C", "N", "C", "S", "C", "C", "C", "C", "C", "N", "H", "H", "H", "H", "H", "H", "H", "H", "H", "Cl", "C", "C", "C", "Cl", "C", "C", "C", "C", "N", "C", "C", "O", "H", "H", "H", "H", "C", "N", "C", "C", "C", "C", "C", "C", "C", "C", "H", "H", "H", "H", "H", "H", "H", "H", "H", "H", "H", "H", "Br", "C", "C", "C", "C", "C", "C", "I", "H", "H", "H", "H"],
  "positions_angstrom": [[-0.50, 0.02, 0.07], [0.59, 2.57, 5.51], [1.03, 3.30, 4.34], [1.22, 4.67, 4.28], [1.59, 4.95, 3.01], [1.62, 3.76, 2.31], [1.25, 2.72, 3.14], [1.04, 1.09, 2.82], [1.91, 3.72, 0.92], [1.56, 4.82, 0.14], [1.84, 4.74, -1.21], [2.44, 3.59, -1.72], [2.76, 2.57, -0.84], [2.52, 2.64, 0.47], [0.62, 3.24, 6.36], [1.25, 1.72, 5.68], [-0.42, 2.19, 5.36], [1.10, 5.30, 5.13], [1.86, 5.87, 2.54], [1.02, 5.65, 0.56], [1.56, 5.56, -1.86], [2.65, 3.47, -2.77], [3.24, 1.66, -1.18], [1.74, -4.84, -0.73], [0.01, -4.69, -0.51], [-0.76, -5.85, -0.54], [-2.11, -5.80, -0.38], [-3.04, -7.28, -0.43], [-2.76, -4.56, -0.17], [-4.16, -4.42, 0.00], [-4.70, -3.19, 0.18], [-3.84, -2.07, 0.20], [-2.55, -2.16, 0.06], [-1.98, -3.39, -0.14], [-0.52, -3.41, -0.32], [0.15, -2.34, -0.30], [-0.27, -6.80, -0.70], [-4.78, -5.31, -0.02], [-5.76, -3.05, 0.31], [-4.25, -1.07, 0.33], [-1.60, 6.20, 0.62], [-1.32, 5.17, 1.58], [-1.80, 5.46, 2.90], [-1.51, 3.82, 1.07], [-2.82, 3.41, 0.42], [-4.02, 3.99, 0.82], [-5.22, 3.55, 0.28], [-5.19, 2.50, -0.63], [-3.97, 1.93, -0.98], [-2.71, 2.35, -0.51], [-1.19, 7.16, 0.95], [-2.67, 6.34, 0.42], [-1.14, 5.94, -0.34], [-1.24, 6.30, 3.33], [-1.65, 4.60, 3.54], [-2.87, 5.73, 2.95], [-1.28, 3.14, 1.90], [-0.75, 3.62, 0.30], [-4.04, 4.78, 1.56], [-6.16, 4.00, 0.58], [-6.12, 2.13, -1.06], [-4.03, 1.11, -1.69], [6.89, -2.38, -0.59], [6.76, -0.62, 0.09], [7.94, 0.10, 0.21], [7.91, 1.40, 0.70], [6.70, 1.96, 1.08], [5.53, 1.24, 0.96], [5.54, -0.06, 0.45], [3.73, -1.02, 0.32], [8.87, -0.36, -0.09], [8.83, 1.95, 0.78], [6.67, 2.97, 1.47], [4.58, 1.66, 1.26]],
  "e_homo_ha": -0.1283,
  "charge": -1
}

3.
{
  "formula": "C28H30N6O4Re",
  "method": "ωB97M-V/def2-TZVPD",
  "symbols": ["Re", "C", "N", "C", "C", "O", "C", "O", "C", "C", "O", "N", "C", "C", "H", "H", "H", "H", "H", "H", "H", "H", "H", "H", "H", "H", "H", "H", "H", "H", "C", "O", "C", "C", "C", "C", "C", "C", "C", "N", "C", "C", "N", "C", "C", "C", "C", "N", "C", "C", "N", "C", "C", "C", "C", "H", "H", "H", "H", "H", "H", "H", "H", "H", "H", "H", "H", "H", "H"],
  "positions_angstrom": [[1.86, 1.89, -0.20], [5.34, 1.57, 3.80], [3.95, 1.63, 3.30], [2.91, 1.45, 4.34], [3.65, 1.80, 2.06], [2.40, 1.81, 1.68], [4.71, 1.99, 1.00], [4.04, 2.22, -0.25], [4.42, 3.40, -0.99], [3.22, 4.32, -1.08], [2.07, 3.82, -0.69], [3.31, 5.51, -1.54], [4.58, 6.10, -2.03], [2.14, 6.41, -1.62], [5.45, 2.29, 4.61], [5.53, 0.57, 4.18], [6.06, 1.81, 3.02], [3.21, 2.04, 5.21], [1.95, 1.77, 3.98], [2.88, 0.40, 4.62], [5.34, 2.85, 1.25], [5.34, 1.11, 0.91], [5.26, 3.89, -0.50], [4.73, 3.08, -1.99], [5.32, 5.33, -2.23], [4.36, 6.62, -2.96], [4.95, 6.81, -1.30], [1.33, 6.05, -0.99], [2.45, 7.40, -1.28], [1.82, 6.48, -2.66], [-8.46, -7.22, -0.88], [-7.00, -7.35, -0.89], [-6.22, -6.33, -0.80], [-6.68, -4.97, -0.68], [-5.76, -3.98, -0.60], [-4.36, -4.27, -0.62], [-3.92, -5.61, -0.73], [-4.81, -6.62, -0.82], [-3.36, -3.22, -0.53], [-2.06, -3.45, -0.56], [-1.48, -2.23, -0.47], [-2.42, -1.23, -0.39], [-3.63, -1.87, -0.43], [-2.08, 0.17, -0.30], [-2.96, 1.26, -0.27], [-2.45, 2.54, -0.23], [-1.08, 2.74, -0.22], [-0.22, 1.71, -0.23], [-0.71, 0.44, -0.28], [0.28, -0.59, -0.37], [1.59, -0.18, -0.39], [2.55, -1.09, -0.54], [2.27, -2.45, -0.66], [0.96, -2.87, -0.62], [-0.07, -1.93, -0.48], [-8.83, -8.23, -0.97], [-8.76, -6.63, -1.75], [-8.77, -6.77, 0.06], [-7.73, -4.75, -0.67], [-6.11, -2.96, -0.51], [-2.85, -5.81, -0.74], [-4.51, -7.66, -0.90], [-4.54, -1.45, -0.40], [-4.03, 1.11, -0.28], [-3.11, 3.40, -0.22], [-0.65, 3.73, -0.19], [3.57, -0.73, -0.57], [3.08, -3.15, -0.79], [0.71, -3.92, -0.72]],
  "multiplicity": 2,
  "e_homo_ha": [-0.6509, -0.6788],
  "charge": 4
}

4.
{
  "formula": "C3H5Cl2P",
  "method": "ωB97M-V/def2-TZVPD",
  "symbols": ["C", "C", "C", "P", "Cl", "Cl", "H", "H", "H", "H", "H"],
  "positions_angstrom": [[0.68, -1.06, -0.40], [0.32, 0.11, -0.79], [-1.56, 0.80, 0.59], [-2.66, 0.03, -0.66], [-2.63, -1.78, 0.38], [-4.51, 0.74, 0.00], [1.55, -1.38, -0.75], [0.03, -1.65, 0.30], [0.63, 0.98, -1.39], [-1.27, 0.19, 1.42], [-1.76, 1.95, 0.54]],
  "e_homo_ha": -0.3295
}